Computed, not measured: a 2-piece molecular cluster, C4H12NO overall in a non-equilibrium geometry, with the ωB97M-V functional and the def2-TZVPD basis.

Properties
Energy above the lowest of the compared OMol25 structures with the same formula, charge and spin, kcal/mol: 44.9
Frontier orbital gap, eV: 10.50
Total charge: +1
HOMO, eV: -15.562

XYZ file:
```
18
Properties=species:S:1:pos:R:3:forces:R:3:nbo_charge:R:1
C -0.42025 -1.67207 -2.02718 0.27 -0.23 0.54 -0.62
C -0.01362 -1.44361 -0.57032 0.73 -0.80 1.28 -0.42
C -0.07175 0.03583 -0.10659 0.92 -1.60 0.54 -0.26
C -0.63675 1.02036 2.06193 -0.90 -1.23 -0.08 0.16
N -0.03055 0.11709 1.39630 -1.70 -0.15 0.00 -0.37
H -0.10955 -2.66788 -2.35319 0.19 0.16 0.12 0.24
H 0.10353 -0.93633 -2.64031 -0.41 -0.07 -0.26 0.22
H -1.49947 -1.68620 -2.14262 -0.11 0.56 -0.21 0.22
H 0.96115 -1.90673 -0.38447 0.35 0.55 -0.27 0.22
H -0.59614 -2.04189 0.15247 -0.54 0.25 -0.49 0.20
H -1.08243 0.28633 -0.42359 0.40 1.31 -0.06 0.24
H 0.84305 0.59610 -0.30783 -0.68 0.30 -1.22 0.26
H -1.09075 1.87556 1.58557 0.36 0.23 -0.18 0.22
H -0.98829 0.73300 3.04882 0.77 0.60 0.42 0.23
H 0.18303 -0.73510 1.90563 0.35 -0.08 -0.08 0.43
H 2.24728 2.91945 0.23109 0.58 0.20 0.01 0.49
H 0.78040 2.84717 -0.05799 -0.12 0.27 -0.12 0.47
O 1.42110 2.65892 0.63227 -0.45 -0.28 0.04 -0.95
```
Forces are in eV/Å.

---

Computed, not measured: a 2-piece molecular cluster, C5H4N overall in a non-equilibrium geometry, with the ωB97M-V functional and the def2-TZVPD basis.

Properties
Energy above the lowest of the compared OMol25 structures with the same formula, charge and spin, kcal/mol: 114.0
Frontier orbital gap, eV: 8.36
Total charge: +1
HOMO, eV: -15.476

XYZ file:
```
10
Properties=species:S:1:pos:R:3:forces:R:3:nbo_charge:R:1
C 0.82913 -0.46522 -2.85149 0.48 0.71 0.06 0.24
C -1.22485 0.40201 0.14274 -0.06 -0.86 -2.00 0.16
C 0.11436 0.62906 0.04570 0.33 -1.20 0.79 0.24
C -0.90495 0.29033 1.60963 1.45 2.05 1.63 -0.46
C 0.56334 -0.03629 1.14976 -3.02 2.15 -2.08 0.06
N 1.06583 0.34680 -2.09258 -0.59 0.57 2.12 -0.33
H 0.75728 -1.09314 -3.66962 -0.33 -1.17 -1.15 0.26
H -0.89691 1.29751 1.98891 -0.44 -0.08 1.06 0.27
H -1.34327 -0.47907 2.27388 -0.08 0.13 -0.89 0.31
H 1.04005 -0.89199 1.40308 2.26 -2.29 0.47 0.26
```
Forces are in eV/Å.

---

Computed, not measured: a 11-piece molecular cluster, C24H66F3O12 overall in a non-equilibrium geometry, with the ωB97M-V functional and the def2-TZVPD basis.

Properties
2S+1: 2
Energy above the lowest of the compared OMol25 structures with the same formula, charge and spin, kcal/mol: 0.0
Frontier orbital gap (alpha / beta), eV: 9.99 / 6.03
Total charge: 0
HOMO (alpha / beta), eV: -9.936 / -9.911
⟨S²⟩: 0.75

XYZ file:
```
105
Properties=species:S:1:pos:R:3:forces:R:3:mulliken_spin:R:1
C 0.80480 -0.29421 -0.00620 1.88 -1.17 -1.92 -0.01
O 0.51829 -1.60221 -0.47520 -0.93 1.12 0.12 0.02
O 2.15568 0.00933 -0.36845 -2.96 -0.03 0.29 0.91
C -0.31012 0.78498 -0.42171 -1.96 1.55 0.99 0.04
F -0.01336 1.98054 -0.87950 2.62 0.30 -2.39 0.00
F -1.34047 0.36125 -1.19133 1.24 -1.06 0.14 0.00
F -0.88255 1.23289 0.70795 -0.83 -1.70 2.34 0.00
C -0.59875 -2.33763 0.12311 -0.67 -0.42 0.37 0.01
C -1.25008 -3.33115 -0.88170 1.22 1.00 1.27 0.00
H -1.73668 -2.82699 -1.71666 0.24 -0.12 -0.04 0.00
H -0.42006 -3.98209 -1.15635 -0.47 -0.28 -0.56 0.00
H -2.00528 -3.86303 -0.30301 0.03 -0.22 -0.15 0.00
H -1.38056 -1.76271 0.61946 0.01 1.06 -0.73 0.00
H -0.23337 -2.85531 1.01002 0.63 -0.50 -0.25 0.00
H 0.96467 -0.30999 1.07189 -0.52 0.39 0.63 0.02
C 0.77322 -0.29248 -5.42523 -1.70 -0.88 0.38 0.00
C 0.79751 -0.56439 -3.92791 1.03 1.16 0.99 0.01
O -0.00973 -1.59861 -3.38329 -0.23 -0.36 -1.08 0.00
H -0.26089 -0.28859 -5.76976 -0.31 0.47 0.15 0.00
H 1.12927 -1.13527 -6.01770 0.91 0.28 0.13 0.00
H 1.18816 0.69463 -5.62905 0.36 -0.38 -0.17 0.00
H 0.55802 0.31718 -3.33328 -0.56 0.76 -0.54 -0.01
H 1.83511 -0.65233 -3.60579 0.41 -0.82 -0.18 0.00
H -0.06107 -1.40356 -2.44472 0.03 -0.33 0.20 -0.01
C -4.97722 -2.07399 0.38110 0.61 0.03 -1.01 0.00
C -5.16839 -2.63857 -1.04176 1.38 -0.08 0.63 0.00
O -5.87523 -3.85491 -1.00710 -0.85 -0.16 0.18 0.00
H -4.37239 -1.16935 0.31864 -0.64 0.66 -0.24 0.00
H -4.23706 -2.63840 0.94828 -0.63 -0.85 0.22 0.00
H -5.92303 -1.92332 0.90152 0.25 0.03 0.11 0.00
H -4.18013 -2.90527 -1.41636 0.41 0.38 -0.16 0.00
H -5.55983 -1.92160 -1.76345 -0.47 0.14 0.26 0.00
H -6.12773 -4.06716 -1.90865 -0.04 -0.14 -0.02 0.00
C 1.24918 -7.38844 1.06723 0.38 -0.39 -0.22 0.00
C 1.16130 -5.98620 1.62778 -0.26 0.30 0.26 0.00
O 1.40868 -6.01893 3.04999 0.43 0.40 -0.57 0.00
H 0.90645 -8.06288 1.85194 -0.62 -0.17 -0.44 0.00
H 2.24561 -7.76975 0.84399 0.50 0.60 0.38 0.00
H 0.78983 -7.50077 0.08515 -0.72 -0.03 0.28 0.00
H 0.20130 -5.49149 1.48031 -0.55 -0.55 -0.14 0.00
H 1.79423 -5.28240 1.08725 0.79 -0.10 0.47 0.00
H 0.56380 -5.94709 3.50012 0.04 -0.04 -0.05 0.00
C -1.48827 -1.02642 4.66596 0.44 0.21 1.67 0.00
C -2.02083 -1.39194 3.32999 1.80 0.28 -0.19 0.00
O -3.30954 -0.93904 3.12471 -0.77 -0.11 -0.31 0.00
H -2.13458 -1.37226 5.47268 -0.21 -0.13 0.05 0.00
H -1.36561 0.04390 4.83171 -0.14 0.11 -0.29 0.00
H -0.51836 -1.47752 4.87547 0.12 -0.11 -0.21 0.00
H -1.84968 -2.45907 3.18846 -0.51 -0.37 -0.23 0.00
H -1.35883 -0.89555 2.62045 -0.24 0.07 -0.43 0.00
H -3.84536 -1.40488 3.77084 -0.45 0.11 0.01 0.00
C 0.66035 5.38545 0.64927 -0.12 -1.51 0.38 0.00
C 0.76152 4.19643 1.67947 -0.66 1.07 -1.46 0.00
O 0.54399 4.68440 2.95488 0.32 0.58 1.73 0.00
H 1.04719 5.01132 -0.29862 -0.01 0.22 -0.06 0.00
H 1.21079 6.27817 0.94622 0.21 -0.28 0.23 0.00
H -0.37389 5.68785 0.48495 -0.06 -0.11 0.15 0.00
H 1.72245 3.68599 1.61494 0.28 0.00 -0.22 0.00
H -0.04281 3.46466 1.60411 0.07 -0.25 -1.35 0.00
H 0.49488 3.87398 3.46715 -0.12 0.32 0.72 0.00
C 7.29604 0.13406 -0.00486 -0.80 -0.36 -0.68 0.00
C 5.82322 0.28398 0.38924 -0.42 -0.60 1.34 0.00
O 4.90646 -0.65654 -0.21642 1.07 0.15 -0.58 0.01
H 7.96840 0.63482 0.69177 -0.29 0.42 -0.09 0.00
H 7.38743 0.51968 -1.02026 0.46 0.06 0.03 0.00
H 7.64410 -0.89887 -0.00283 -0.36 -0.17 -0.06 0.00
H 5.46688 1.30502 0.25291 0.16 0.05 -0.31 0.00
H 5.73111 0.06583 1.45320 0.25 0.22 0.37 0.00
H 4.00247 -0.35090 -0.11163 0.28 -0.01 0.10 0.00
C 3.40449 1.10755 3.11584 -1.21 0.90 1.13 0.01
C 2.59460 2.02204 4.16867 1.80 -1.19 -1.16 0.00
O 3.02014 1.57302 5.47094 -0.74 0.42 -0.84 0.00
H 4.45770 1.38303 3.17012 -0.10 -0.19 -0.05 0.00
H 3.04874 1.18180 2.08821 -0.03 0.58 -0.08 -0.01
H 3.26079 0.05209 3.34707 0.20 0.03 0.44 0.00
H 1.51839 1.99058 3.99867 -0.27 -0.55 0.24 0.00
H 2.86557 3.06954 4.03673 0.23 0.08 -0.12 0.00
H 2.74457 2.27457 6.06549 0.09 -0.08 0.39 0.00
C -3.97795 5.37725 0.53282 0.79 -0.44 -0.40 0.00
C -3.15526 4.09414 0.81223 -0.48 0.91 0.49 0.00
O -3.97081 2.94888 0.59515 0.12 0.25 0.00 0.00
H -3.35025 6.26157 0.42295 0.36 -0.08 0.32 0.00
H -4.62710 5.54717 1.39180 -0.32 -0.03 -0.37 0.00
H -4.49748 5.34448 -0.42484 -0.38 -0.35 0.22 0.00
H -2.89326 4.19717 1.86525 0.13 -0.33 0.32 0.00
H -2.19792 3.99804 0.30002 -0.09 0.24 -0.56 0.00
H -3.49619 2.20306 0.96942 -0.09 -0.22 0.00 0.00
C -4.37131 -0.82703 -4.67034 0.97 0.36 -0.54 0.00
C -2.97315 -1.24812 -5.16212 -1.29 0.97 0.13 0.00
O -2.67132 -2.49978 -4.61043 0.54 -0.13 -0.10 0.00
H -5.21594 -1.40715 -5.04203 0.25 -0.31 0.14 0.00
H -4.53157 0.20319 -4.98823 -0.16 0.16 0.23 0.00
H -4.23896 -0.88473 -3.58994 -0.71 0.11 0.07 0.00
H -2.29456 -0.49682 -4.75819 0.18 0.12 0.09 0.00
H -2.83596 -1.17736 -6.24114 -0.22 -0.47 -0.25 0.00
H -1.85648 -2.28376 -4.15111 0.59 -0.77 0.31 0.00
C 2.53858 3.82184 -2.38221 1.65 0.66 0.34 0.00
C 3.52178 3.38707 -1.20399 -2.20 0.75 -1.55 0.00
O 3.83977 2.07627 -1.46264 1.46 -1.78 -0.12 0.00
H 2.03883 4.76001 -2.14101 -0.29 -0.13 -0.12 0.00
H 1.86831 3.03163 -2.72048 -0.22 -0.02 0.73 0.00
H 3.14173 4.00947 -3.27053 0.16 0.14 -0.04 0.00
H 2.99189 3.61397 -0.27888 0.16 -0.45 0.42 0.00
H 4.47198 3.92112 -1.19947 -0.22 0.36 -0.15 0.00
H 3.34742 1.35204 -1.06935 -0.45 0.75 0.21 0.00
```
Forces are in eV/Å.

---

Computed, not measured: C33H33N4O2RuS3 as an isolated structure, with the ωB97M-V functional and the def2-TZVPD basis.

Properties
2S+1: 6
Frontier orbital gap (alpha / beta), eV: 7.62 / 5.46
Total charge: +2
HOMO (alpha / beta), eV: -13.612 / -13.614
⟨S²⟩: 8.80

XYZ file:
```
76
Properties=species:S:1:pos:R:3:forces:R:3:mulliken_spin:R:1
Ru 0.41380 -0.11204 0.58966 0.00 -0.06 -0.01 3.35
C 2.02815 1.45301 4.27823 -0.03 -0.14 -0.01 0.00
C 1.27153 0.12616 4.23282 -0.11 0.22 -0.01 -0.01
C -0.24717 0.37502 4.34851 0.25 -0.08 -0.02 -0.01
C 1.59063 -0.70076 3.00022 0.01 -0.14 0.19 0.04
C 0.88424 -1.88520 2.75797 0.11 0.05 0.08 -0.01
C 1.18613 -2.71232 1.67837 0.02 0.06 -0.03 0.07
C 2.19211 -2.38475 0.76803 0.04 -0.01 0.14 0.03
C 2.56310 -3.29346 -0.36408 0.02 -0.01 -0.03 0.00
C 2.91879 -1.21509 1.01663 0.05 -0.20 0.21 0.05
C 2.63659 -0.40018 2.11518 0.02 -0.17 0.15 0.05
H 1.74140 2.00322 5.17258 0.02 0.02 0.00 0.00
H 1.78019 2.06539 3.40756 0.03 0.05 0.02 0.00
H 3.10830 1.30675 4.31982 0.00 0.04 -0.02 0.00
H 1.58469 -0.46676 5.09773 -0.01 -0.02 0.00 0.00
H -0.65730 0.65786 3.37422 -0.06 0.08 0.02 0.01
H -0.44145 1.18574 5.04909 -0.03 -0.03 0.02 0.00
H -0.78243 -0.50217 4.71215 -0.03 -0.02 -0.06 0.00
H 0.14444 -2.20267 3.48171 -0.08 0.02 -0.05 0.01
H 0.64180 -3.63981 1.55178 0.00 0.00 -0.03 0.00
H 3.46914 -3.84562 -0.10591 -0.01 -0.02 -0.02 0.00
H 2.77019 -2.73123 -1.27401 -0.01 -0.01 -0.02 0.00
H 1.77840 -4.02073 -0.56869 -0.01 0.01 0.00 0.00
H 3.77275 -1.00010 0.38624 -0.09 0.14 -0.07 0.00
H 3.29745 0.42151 2.34102 -0.15 0.10 -0.10 0.01
C 3.71649 2.17510 0.53059 0.10 -0.05 -0.01 0.00
C 2.36249 2.78879 0.62282 0.13 0.54 -0.04 0.01
N 1.20064 2.19964 0.75266 -0.37 -0.46 -0.08 0.09
C 0.16567 3.11173 0.76952 0.29 0.36 0.05 -0.02
C 0.56277 4.41132 0.68225 0.01 -0.02 0.00 0.01
S 2.25283 4.50786 0.55009 -0.07 -0.42 0.04 0.01
C -1.22834 2.69301 0.83189 -0.41 0.08 0.02 0.05
C -2.26953 3.57069 0.85649 -0.04 -0.01 0.02 0.01
S -3.74650 2.73814 0.89273 0.27 -0.29 0.03 0.01
C -2.90784 1.23832 0.87451 -0.23 0.41 0.06 0.02
N -1.60044 1.35937 0.83956 0.30 -0.10 -0.06 0.01
C -3.72617 -0.00426 0.94089 0.07 -0.08 -0.03 0.00
H 3.66640 1.17514 0.11580 0.00 0.05 0.00 0.00
H 4.19912 2.15166 1.50990 -0.02 0.00 -0.01 0.00
H 4.34795 2.78031 -0.11850 0.00 -0.01 -0.01 0.00
H -0.04367 5.30169 0.67291 -0.02 -0.04 0.00 0.00
H -2.24141 4.64755 0.86903 0.05 -0.02 -0.02 0.00
H -4.78061 0.25169 1.02031 -0.01 -0.02 -0.02 0.00
H -3.45723 -0.59023 1.81687 -0.01 0.00 0.03 0.00
H -3.58728 -0.61339 0.04941 -0.03 -0.03 -0.02 0.00
O 1.98922 0.49532 -1.31336 -0.19 0.07 -0.27 0.06
S 1.23683 -0.11784 -2.39634 0.28 0.11 -0.16 0.02
O 1.85490 -1.18286 -3.11981 -0.12 0.07 -0.25 0.02
N -0.05883 -0.68777 -1.52967 -0.17 0.06 0.17 0.42
C -0.94777 -1.56982 -1.96746 0.29 0.19 0.02 0.10
C -1.20915 -1.87804 -3.31856 0.01 -0.11 -0.10 0.20
C -2.18867 -2.80232 -3.64837 0.03 0.05 -0.08 -0.01
C -2.89306 -3.47136 -2.66596 -0.02 -0.05 -0.07 0.27
C -2.63993 -3.22569 -1.29037 0.16 0.20 0.23 -0.02
C -3.29255 -3.91529 -0.25045 0.02 -0.01 -0.07 0.02
C -2.97384 -3.61743 1.04917 -0.02 -0.03 0.05 -0.02
C -2.00793 -2.63781 1.30187 -0.04 -0.06 -0.04 0.04
N -1.37501 -1.97412 0.35176 0.11 0.17 -0.01 0.01
C -1.68061 -2.25852 -0.92851 -0.31 -0.23 0.03 0.05
C 0.58591 1.11115 -3.47473 0.03 -0.25 0.28 0.03
C 0.91810 1.08540 -4.81955 0.08 -0.12 0.02 0.00
C 0.36623 2.04916 -5.65020 0.00 0.02 -0.02 0.00
C -0.50318 2.99860 -5.13038 0.01 0.01 -0.04 0.00
C -0.82118 3.01010 -3.77616 0.00 -0.02 0.08 -0.01
C -0.27360 2.06020 -2.93233 0.05 0.04 0.00 0.00
H -0.64237 -1.37865 -4.09255 -0.04 -0.01 -0.02 0.00
H -2.39731 -3.00153 -4.69051 0.01 -0.03 0.01 0.01
H -3.64297 -4.20497 -2.93403 0.01 0.01 -0.01 0.00
H -4.02211 -4.67967 -0.48769 -0.03 0.03 0.01 0.00
H -3.45121 -4.12424 1.87629 0.01 0.00 -0.01 0.00
H -1.74871 -2.38789 2.32343 0.00 0.01 0.00 -0.01
H 1.59743 0.32855 -5.19142 -0.03 0.03 -0.05 0.00
H 0.61703 2.05608 -6.70198 -0.01 0.01 0.00 0.00
H -0.93949 3.74011 -5.78636 0.02 0.00 0.00 0.00
H -1.49245 3.76098 -3.38131 -0.01 -0.01 -0.01 0.00
H -0.49452 2.04428 -1.87101 -0.06 0.07 -0.03 0.01
```
Forces are in eV/Å.

---

Computed, not measured: C4H8O2 as an isolated structure, with the ωB97M-V functional and the def2-TZVPD basis.

Properties
Energy above the lowest of the compared OMol25 structures with the same formula, charge and spin, kcal/mol: 120.4
Frontier orbital gap (alpha / beta), eV: 7.69 / 7.69
Total charge: 0
HOMO (alpha / beta), eV: -7.780 / -7.779

XYZ file:
```
14
Properties=species:S:1:pos:R:3:forces:R:3:nbo_charge:R:1
C -0.69772 -1.08453 0.67017 -0.02 -0.37 -0.04 -0.28
C 0.07891 1.05948 -0.18330 0.02 0.22 -0.10 -0.48
C 1.23749 0.29368 -0.57700 0.01 0.22 -0.25 -0.14
O 1.14458 -1.03702 0.17083 -0.20 0.04 0.44 -0.63
C -1.08220 1.13317 -1.00232 0.09 -0.08 0.03 0.33
O -2.17833 1.55329 -0.64231 0.14 -0.05 -0.07 -0.62
H -1.24613 -0.30142 1.17623 0.18 0.02 -0.06 0.23
H -0.44028 -1.93286 1.30198 0.02 0.11 -0.11 0.18
H -1.12746 -1.37133 -0.28161 0.08 0.08 0.11 0.21
H 0.10671 1.67218 0.71492 0.00 -0.11 -0.07 0.22
H 1.22998 -0.00317 -1.62787 -0.04 0.01 0.12 0.21
H 2.22183 0.69486 -0.31589 -0.18 -0.06 0.03 0.20
H 1.59792 -0.90773 1.02342 -0.09 -0.08 -0.20 0.49
H -0.96705 0.69197 -2.02585 -0.02 0.05 0.17 0.09
```
Forces are in eV/Å.

---

Question: total charge of number 5 (C4H8O2)?
Answer: 0